Computed, not measured: C44H36CdF5N7O6P2S3Se2 as an isolated structure at a distorted geometry, with wB97M-V/def2-TZVPD.

Gap between HOMO and LUMO (eV): 5.5
LUMO (eV): 3.37
Relative energy (zero: lowest compared OMol25 entry of this formula, charge and spin) (kJ/mol): 166.4
Net charge: -2

Cartesian coordinates (Å):
Cd (1.23, -1.28, 1.46)
Se (-5.98, -2.24, 0.53)
P (-4.75, -0.73, -0.30)
C (-5.22, 0.96, 0.20)
C (-5.02, 2.05, -0.64)
C (-5.32, 3.34, -0.22)
C (-5.84, 3.54, 1.05)
C (-6.05, 2.45, 1.90)
C (-5.74, 1.17, 1.48)
C (-5.01, -0.69, -2.10)
C (-6.25, -0.24, -2.57)
C (-6.53, -0.25, -3.92)
C (-5.58, -0.72, -4.83)
C (-4.37, -1.20, -4.37)
C (-4.10, -1.19, -3.00)
C (-2.99, -0.78, 0.22)
C (-1.62, -0.88, -0.09)
N (-0.98, -0.81, 1.10)
N (-1.85, -0.66, 2.07)
N (-3.06, -0.62, 1.57)
P (-0.56, -0.95, -1.56)
Se (1.55, -0.88, -1.22)
C (-0.96, -2.49, -2.43)
C (-0.76, -3.66, -1.70)
C (-0.99, -4.89, -2.30)
C (-1.41, -4.96, -3.62)
C (-1.58, -3.79, -4.36)
C (-1.35, -2.56, -3.76)
C (-1.03, 0.44, -2.64)
C (-1.96, 1.39, -2.25)
C (-2.21, 2.50, -3.05)
C (-1.53, 2.66, -4.25)
C (-0.58, 1.72, -4.64)
C (-0.32, 0.62, -3.83)
H (-4.62, 1.90, -1.64)
H (-5.15, 4.18, -0.88)
H (-6.07, 4.54, 1.39)
H (-6.44, 2.61, 2.90)
H (-5.88, 0.32, 2.13)
H (-6.99, 0.11, -1.86)
H (-7.49, 0.11, -4.28)
H (-5.80, -0.73, -5.89)
H (-3.63, -1.59, -5.06)
H (-3.17, -1.59, -2.64)
H (-0.41, -3.62, -0.68)
H (-0.83, -5.80, -1.72)
H (-1.59, -5.92, -4.08)
H (-1.90, -3.84, -5.39)
H (-1.48, -1.65, -4.34)
H (-2.47, 1.29, -1.30)
H (-2.92, 3.25, -2.72)
H (-1.72, 3.52, -4.87)
H (-0.03, 1.85, -5.56)
H (0.45, -0.09, -4.10)
O (0.76, -2.86, 3.62)
S (1.84, -2.02, 4.10)
O (1.96, -1.90, 5.53)
O (1.81, -0.68, 3.42)
C (3.38, -2.73, 3.49)
C (4.47, -2.41, 4.32)
C (5.76, -2.74, 3.97)
C (6.00, -3.43, 2.80)
C (4.95, -3.76, 1.97)
C (3.62, -3.42, 2.27)
S (2.56, -4.04, 0.89)
O (2.49, -5.46, 1.07)
O (3.27, -3.58, -0.28)
O (1.20, -3.43, 0.97)
H (4.26, -1.85, 5.22)
H (6.58, -2.45, 4.62)
H (7.01, -3.69, 2.51)
H (5.14, -4.27, 1.03)
F (8.47, -1.30, 0.27)
C (7.57, -0.61, 1.01)
C (6.22, -0.76, 0.80)
F (5.79, -1.61, -0.15)
C (5.31, -0.05, 1.57)
F (4.02, -0.34, 1.30)
C (5.66, 0.87, 2.56)
S (4.55, 1.81, 3.50)
C (7.06, 0.97, 2.73)
F (7.56, 1.81, 3.66)
C (7.98, 0.26, 1.99)
F (9.31, 0.42, 2.22)
C (0.68, 2.05, 2.65)
N (0.57, 3.52, 2.73)
C (1.86, 4.09, 2.32)
N (2.23, 3.70, 0.95)
C (2.31, 2.23, 0.92)
N (1.02, 1.61, 1.29)
C (-0.01, 2.10, 0.37)
N (-0.15, 3.57, 0.40)
C (-0.45, 3.96, 1.78)
C (1.17, 4.13, 0.05)
H (-0.27, 1.60, 2.94)
H (1.46, 1.71, 3.33)
H (2.64, 3.74, 3.00)
H (1.79, 5.18, 2.37)
H (3.06, 1.91, 1.64)
H (2.58, 1.90, -0.08)
H (-0.97, 1.67, 0.65)
H (0.25, 1.79, -0.64)
H (-1.41, 3.51, 2.06)
H (-0.54, 5.04, 1.83)
H (1.09, 5.22, 0.07)
H (1.42, 3.82, -0.97)

These are the Mulliken partial charges, in e, on atoms 1 to 4: atom 1 (Cd): 3.558, atom 2 (Se): -0.400, atom 3 (P): 0.090, atom 4 (C): 0.038

***

Computed, not measured: C44H36Cl2FN6O2Ti as an isolated structure at a distorted geometry, with wB97M-V/def2-TZVPD.

Gap between HOMO and LUMO (eV): 6.6
LUMO (eV): -3.66
Relative energy (zero: lowest compared OMol25 entry of this formula, charge and spin) (kJ/mol): 136.3
Net charge: +1

Cartesian coordinates (Å):
Ti (-0.64, 0.55, 0.53)
C (2.04, -0.65, 4.16)
C (1.60, 0.01, 3.01)
N (0.34, -0.11, 2.51)
C (-0.49, -1.04, 3.17)
C (-0.14, -1.63, 4.44)
C (1.18, -1.46, 4.87)
C (-1.16, -2.31, 5.15)
C (-2.42, -2.56, 4.59)
C (-2.72, -2.08, 3.27)
C (-1.80, -1.30, 2.62)
N (-2.06, -0.64, 1.41)
C (-3.38, -0.54, 0.92)
C (-4.34, 0.14, 1.64)
C (-5.69, 0.24, 1.22)
C (-6.10, -0.17, 0.00)
C (-5.15, -0.81, -0.86)
C (-5.49, -1.32, -2.15)
C (-4.54, -1.93, -2.89)
C (-3.23, -2.10, -2.35)
N (-2.89, -1.73, -1.16)
C (-3.79, -1.00, -0.43)
H (3.12, -0.52, 4.48)
H (2.28, 0.63, 2.46)
H (1.49, -1.88, 5.82)
H (-0.94, -2.75, 6.12)
H (-3.16, -3.16, 5.17)
H (-3.75, -2.12, 2.89)
H (-4.03, 0.54, 2.54)
H (-6.47, 0.56, 1.90)
H (-7.14, 0.02, -0.26)
H (-6.49, -1.27, -2.49)
H (-4.73, -2.32, -3.92)
H (-2.49, -2.62, -2.96)
Cl (3.96, 3.06, 0.25)
C (2.41, 3.49, 0.82)
C (2.35, 4.88, 1.22)
C (1.22, 5.51, 1.66)
Cl (1.14, 7.19, 2.01)
C (0.07, 4.67, 1.80)
C (-1.10, 5.10, 2.49)
C (-2.18, 4.23, 2.71)
C (-2.12, 3.02, 2.05)
N (-1.04, 2.52, 1.42)
C (0.07, 3.31, 1.37)
C (1.25, 2.70, 0.80)
O (1.15, 1.46, 0.38)
H (3.30, 5.39, 1.23)
H (-1.20, 6.18, 2.84)
H (-2.90, 4.46, 3.54)
H (-2.99, 2.32, 2.03)
C (6.88, -3.37, -1.39)
C (6.10, -2.62, -2.49)
N (4.68, -2.80, -2.33)
C (3.85, -3.01, -3.56)
C (4.06, -4.46, -4.09)
C (4.16, -2.07, -1.21)
O (4.86, -1.37, -0.48)
C (2.70, -2.26, -0.90)
C (2.10, -3.44, -0.60)
C (0.74, -3.55, -0.31)
C (-0.03, -2.39, -0.24)
N (0.57, -1.17, -0.46)
C (1.86, -1.13, -0.84)
H (7.98, -3.19, -1.48)
H (6.76, -4.46, -1.47)
H (6.66, -3.07, -0.42)
H (6.39, -3.07, -3.47)
H (6.25, -1.53, -2.44)
H (4.18, -2.28, -4.31)
H (2.80, -2.76, -3.30)
H (4.66, -4.44, -5.00)
H (3.11, -5.02, -4.37)
H (4.55, -5.11, -3.39)
H (2.80, -4.27, -0.51)
H (0.23, -4.52, -0.17)
H (-1.11, -2.36, -0.04)
H (2.21, -0.15, -1.15)
F (-1.67, 6.23, -3.80)
C (-1.47, 5.08, -3.15)
C (-0.49, 4.21, -3.57)
C (-0.43, 3.02, -2.81)
C (-1.40, 2.58, -1.89)
C (-1.32, 1.21, -1.34)
C (-2.37, 3.54, -1.51)
C (-2.33, 4.80, -2.11)
H (0.19, 4.48, -4.36)
H (0.43, 2.37, -2.97)
H (-0.79, 0.53, -2.03)
H (-2.33, 0.80, -1.36)
H (-3.19, 3.30, -0.79)
H (-3.09, 5.57, -1.89)

These are the Mulliken partial charges, in e, on atoms 1 to 4: atom 1 (Ti): 0.158, atom 2 (C): -1.043, atom 3 (C): -0.255, atom 4 (N): 1.049

***

Computed, not measured: C44H36N7O2PTi as an isolated structure at a distorted geometry, with wB97M-V/def2-TZVPD.

2S+1: 3
Gap between HOMO and LUMO (alpha / beta) (eV): 4.5 / 7.5
LUMO (alpha / beta) (eV): 0.07 / 0.06
Relative energy (zero: lowest compared OMol25 entry of this formula, charge and spin) (kJ/mol): 131.1
Expectation value of S²: 2.029

Cartesian coordinates (Å):
Ti (0.21, -0.98, 0.47)
C (1.25, -2.72, 3.09)
N (0.98, -3.11, 1.71)
C (-0.17, -3.98, 1.50)
C (-1.42, -3.17, 1.44)
N (-1.45, -1.87, 1.17)
C (-2.77, -1.50, 1.19)
C (-3.35, -0.25, 1.02)
C (-4.74, -0.18, 1.06)
C (-5.52, -1.31, 1.27)
C (-4.95, -2.56, 1.49)
C (-3.57, -2.64, 1.45)
N (-2.68, -3.67, 1.64)
C (0.80, -1.32, 3.34)
N (0.45, -0.44, 2.41)
C (0.05, 0.70, 3.08)
C (-0.44, 1.91, 2.61)
C (-0.75, 2.89, 3.54)
C (-0.60, 2.68, 4.90)
C (-0.13, 1.47, 5.40)
C (0.19, 0.50, 4.47)
N (0.65, -0.79, 4.61)
H (0.75, -3.39, 3.81)
H (2.34, -2.79, 3.28)
H (1.80, -3.54, 1.30)
H (-0.02, -4.48, 0.53)
H (-0.26, -4.76, 2.28)
H (-2.73, 0.62, 0.87)
H (-5.22, 0.77, 0.92)
H (-6.59, -1.22, 1.27)
H (-5.56, -3.43, 1.69)
H (-2.92, -4.64, 1.80)
H (-0.60, 2.05, 1.55)
H (-1.12, 3.85, 3.20)
H (-0.87, 3.47, 5.59)
H (-0.03, 1.30, 6.46)
H (0.88, -1.25, 5.47)
O (1.37, -4.01, -1.40)
C (1.27, -2.84, -1.04)
O (0.14, -2.21, -0.92)
C (2.44, -2.05, -0.61)
C (3.77, -2.42, -0.81)
C (4.79, -1.64, -0.32)
C (4.47, -0.44, 0.38)
C (5.43, 0.40, 0.95)
C (5.07, 1.58, 1.57)
C (3.74, 1.98, 1.59)
C (2.76, 1.16, 1.05)
C (3.09, -0.08, 0.49)
N (2.10, -0.89, 0.04)
H (3.96, -3.33, -1.37)
H (5.82, -1.91, -0.45)
H (6.46, 0.10, 0.90)
H (5.82, 2.20, 2.02)
H (3.46, 2.92, 2.04)
H (1.72, 1.47, 1.02)
N (-0.43, 0.58, -0.26)
P (-0.50, 1.00, -1.75)
C (0.45, 2.53, -2.05)
C (1.29, 2.72, -3.14)
C (2.10, 3.83, -3.21)
C (2.08, 4.77, -2.19)
C (1.23, 4.61, -1.11)
C (0.43, 3.48, -1.04)
C (-2.23, 1.32, -2.24)
C (-3.11, 0.27, -2.01)
C (-4.47, 0.43, -2.21)
C (-4.95, 1.67, -2.62)
C (-4.09, 2.72, -2.84)
C (-2.72, 2.55, -2.66)
C (0.12, -0.12, -3.07)
C (-0.68, -0.62, -4.08)
C (-0.16, -1.53, -4.98)
C (1.15, -1.96, -4.86)
C (1.97, -1.42, -3.88)
C (1.46, -0.49, -3.00)
H (1.30, 1.99, -3.94)
H (2.76, 3.97, -4.05)
H (2.72, 5.64, -2.24)
H (1.20, 5.35, -0.33)
H (-0.23, 3.32, -0.19)
H (-2.70, -0.69, -1.69)
H (-5.15, -0.38, -2.04)
H (-6.02, 1.80, -2.76)
H (-4.48, 3.68, -3.15)
H (-2.04, 3.37, -2.85)
H (-1.71, -0.29, -4.17)
H (-0.79, -1.92, -5.78)
H (1.54, -2.70, -5.54)
H (3.00, -1.73, -3.82)
H (2.10, -0.01, -2.25)

These are the Mulliken partial charges, in e, on atoms 1 to 4: atom 1 (Ti): -1.248, atom 2 (C): -1.278, atom 3 (N): 0.118, atom 4 (C): -1.585

***

Computed, not measured: C44H37AsIrN3PS3 as an isolated structure, with wB97M-V/def2-TZVPD.

2S+1: 5
Gap between HOMO and LUMO (alpha / beta) (eV): 6.4 / 5.2
LUMO (alpha / beta) (eV): -1.98 / -5.09
Relative energy (zero: lowest compared OMol25 entry of this formula, charge and spin) (kJ/mol): 48.5
Net charge: +1
Expectation value of S²: 6.050

Cartesian coordinates (Å):
Ir (0.17, 1.20, 1.08)
C (0.87, -1.78, 5.33)
S (2.08, -0.46, 5.13)
C (1.52, 0.33, 3.68)
S (-0.02, -0.07, 2.93)
N (2.28, 1.24, 3.18)
N (1.83, 1.78, 2.04)
C (2.51, 2.80, 1.48)
C (1.97, 3.34, 0.32)
C (2.55, 4.45, -0.36)
C (1.93, 4.98, -1.44)
C (0.70, 4.43, -1.86)
C (0.19, 3.35, -1.20)
N (0.81, 2.75, -0.16)
H (1.20, -2.35, 6.20)
H (0.86, -2.44, 4.46)
H (-0.13, -1.39, 5.51)
H (3.43, 3.13, 1.96)
H (3.48, 4.86, 0.02)
H (2.36, 5.83, -1.96)
H (0.15, 4.84, -2.70)
H (-0.75, 2.91, -1.51)
S (-1.33, 3.23, 2.06)
C (-2.96, 2.74, 1.88)
C (-3.95, 3.50, 2.53)
C (-5.27, 3.09, 2.54)
C (-5.63, 1.91, 1.89)
C (-4.66, 1.16, 1.22)
C (-3.34, 1.57, 1.18)
As (-2.01, 0.55, 0.20)
C (-2.43, 0.83, -1.67)
C (-3.74, 1.00, -2.11)
C (-4.01, 1.12, -3.46)
C (-2.97, 1.06, -4.38)
C (-1.66, 0.88, -3.95)
C (-1.40, 0.77, -2.59)
C (-2.66, -1.25, 0.50)
C (-2.82, -1.69, 1.81)
C (-3.23, -2.99, 2.06)
C (-3.47, -3.86, 1.01)
C (-3.32, -3.42, -0.30)
C (-2.92, -2.11, -0.56)
H (-3.65, 4.40, 3.05)
H (-6.02, 3.67, 3.05)
H (-6.65, 1.58, 1.90)
H (-4.96, 0.24, 0.73)
H (-4.56, 1.05, -1.40)
H (-5.02, 1.26, -3.80)
H (-3.18, 1.15, -5.44)
H (-0.85, 0.83, -4.66)
H (-0.38, 0.63, -2.26)
H (-2.64, -1.02, 2.64)
H (-3.36, -3.32, 3.09)
H (-3.78, -4.88, 1.20)
H (-3.52, -4.09, -1.12)
H (-2.82, -1.77, -1.58)
C (1.91, -4.89, 1.51)
C (0.79, -4.10, 1.72)
C (0.75, -2.80, 1.23)
C (1.84, -2.28, 0.53)
C (2.95, -3.09, 0.29)
C (2.99, -4.38, 0.79)
P (1.68, -0.63, -0.25)
C (1.38, -1.18, -1.98)
C (2.15, -0.86, -3.10)
C (1.78, -1.32, -4.36)
C (0.65, -2.10, -4.52)
C (-0.12, -2.43, -3.41)
C (0.25, -1.98, -2.15)
C (3.34, 0.10, -0.21)
C (4.23, -0.17, 0.84)
C (5.43, 0.50, 0.93)
C (5.78, 1.45, -0.03)
C (4.90, 1.74, -1.06)
C (3.68, 1.09, -1.14)
H (1.95, -5.90, 1.89)
H (-0.06, -4.49, 2.26)
H (-0.14, -2.20, 1.38)
H (3.78, -2.71, -0.29)
H (3.86, -5.00, 0.60)
H (3.06, -0.28, -3.00)
H (2.39, -1.07, -5.21)
H (0.37, -2.45, -5.50)
H (-1.00, -3.06, -3.52)
H (-0.35, -2.26, -1.29)
H (3.97, -0.90, 1.60)
H (6.11, 0.29, 1.75)
H (6.73, 1.96, 0.03)
H (5.15, 2.49, -1.80)
H (2.98, 1.37, -1.91)

These are the Mulliken partial charges, in e, on atoms 1 to 4: atom 1 (Ir): 2.526, atom 2 (C): -0.666, atom 3 (S): -0.038, atom 4 (C): 0.449

***

Computed, not measured: C44H37N9O3PtSSb as an isolated structure, with wB97M-V/def2-TZVPD.

2S+1: 5
Gap between HOMO and LUMO (alpha / beta) (eV): 4.9 / 5.5
LUMO (alpha / beta) (eV): -3.73 / -5.52
Relative energy (zero: lowest compared OMol25 entry of this formula, charge and spin) (kJ/mol): 0.0
Net charge: +1
Expectation value of S²: 6.057

Cartesian coordinates (Å):
Pt (-0.22, -0.07, 0.25)
C (1.12, 5.12, 4.08)
C (0.31, 5.81, 3.19)
C (-0.31, 5.15, 2.12)
C (-0.08, 3.80, 2.00)
C (-0.56, 2.82, 1.01)
N (-0.02, 1.60, 1.34)
C (0.76, 1.70, 2.47)
N (1.40, 0.77, 3.10)
C (1.40, -0.53, 2.72)
C (2.00, -1.60, 3.48)
C (2.68, -1.60, 4.69)
C (3.15, -2.82, 5.15)
C (2.96, -4.00, 4.42)
C (2.29, -4.00, 3.21)
C (1.81, -2.78, 2.75)
C (1.09, -2.41, 1.55)
N (0.75, -3.28, 0.57)
C (-0.02, -2.98, -0.43)
N (-0.62, -1.78, -0.71)
C (-1.32, -1.86, -1.90)
N (-1.98, -0.93, -2.51)
C (-2.10, 0.33, -2.05)
N (-1.45, 0.90, -1.00)
C (-1.83, 2.20, -0.86)
N (-1.37, 3.10, 0.04)
C (-2.81, 2.50, -1.87)
C (-3.53, 3.65, -2.17)
C (-4.42, 3.59, -3.23)
C (-4.58, 2.41, -3.98)
C (-3.86, 1.27, -3.69)
C (-2.97, 1.32, -2.63)
C (-1.20, -3.24, -2.39)
C (-1.74, -3.86, -3.50)
C (-1.44, -5.21, -3.68)
C (-0.63, -5.90, -2.78)
C (-0.09, -5.27, -1.66)
C (-0.39, -3.93, -1.49)
N (0.88, -1.07, 1.58)
C (0.74, 3.12, 2.89)
C (1.35, 3.76, 3.95)
H (1.58, 5.67, 4.90)
H (0.15, 6.87, 3.32)
H (-0.95, 5.68, 1.43)
H (2.83, -0.69, 5.25)
H (3.68, -2.87, 6.09)
H (3.34, -4.93, 4.81)
H (2.14, -4.91, 2.64)
H (-3.40, 4.55, -1.59)
H (-5.00, 4.46, -3.49)
H (-5.29, 2.41, -4.79)
H (-4.00, 0.36, -4.26)
H (-2.38, -3.32, -4.18)
H (-1.85, -5.74, -4.53)
H (-0.42, -6.94, -2.96)
H (0.53, -5.80, -0.95)
H (1.98, 3.22, 4.64)
N (-2.57, -0.69, 1.92)
C (-3.49, -1.11, 0.96)
C (-4.30, -0.17, 0.31)
C (-5.10, -0.54, -0.75)
C (-5.10, -1.87, -1.17)
C (-4.34, -2.82, -0.51)
C (-3.54, -2.45, 0.55)
S (-6.04, -2.32, -2.57)
O (-6.22, -1.15, -3.39)
O (-5.44, -3.50, -3.14)
O (-7.42, -2.74, -2.14)
H (-2.28, -1.40, 2.58)
H (-2.78, 0.18, 2.37)
H (-4.27, 0.87, 0.63)
H (-5.70, 0.19, -1.27)
H (-4.35, -3.85, -0.85)
H (-2.93, -3.19, 1.06)
C (4.23, -0.96, 0.09)
C (3.89, 0.40, -0.52)
Sb (1.94, 0.40, -1.41)
C (1.91, 2.15, -2.64)
C (0.75, 2.15, -3.63)
C (2.10, -1.17, -2.86)
C (3.28, -0.98, -3.81)
H (5.24, -0.94, 0.51)
H (4.19, -1.76, -0.64)
H (3.55, -1.22, 0.90)
H (4.59, 0.68, -1.30)
H (3.90, 1.19, 0.23)
H (2.88, 2.17, -3.15)
H (1.88, 3.01, -1.98)
H (0.74, 1.25, -4.25)
H (0.83, 3.00, -4.31)
H (-0.21, 2.22, -3.13)
H (1.15, -1.20, -3.40)
H (2.18, -2.11, -2.31)
H (3.19, -0.05, -4.38)
H (3.33, -1.80, -4.52)
H (4.23, -0.95, -3.27)

These are the Mulliken partial charges, in e, on atoms 1 to 4: atom 1 (Pt): -1.219, atom 2 (C): -0.711, atom 3 (C): -0.716, atom 4 (C): -0.063